Entry 1:
Formula: C36H47CrF12N4O6SSi2Te
Source: the OMol25 dataset
Level of theory: the ωB97M-V functional and the def2-TZVPD basis

Geometry as XYZ:
```
110
Properties=species:S:1:pos:R:3:forces:R:3:lowdin_charge:R:1
Cr -0.0694 -0.8195 -0.1850 -0.56 -1.34 1.07 0.7473
C 4.3411 -6.0781 -0.1912 -0.09 0.04 0.01 -0.0534
C 3.3206 -5.0443 0.2262 0.04 -0.12 -0.11 -0.2652
C 3.4780 -4.2913 1.3860 0.08 0.02 0.13 -0.0358
C 2.5566 -3.3277 1.7266 0.10 0.17 0.06 -0.0539
C 1.4343 -3.0403 0.9331 -0.31 0.23 0.23 -0.2441
N 0.5562 -1.9910 1.3121 0.45 0.31 0.26 -0.0169
C -0.0230 -2.0736 2.5814 0.07 -0.25 -0.40 -0.1788
C 0.1738 -3.2197 3.3860 -0.04 -0.03 0.04 -0.0188
C -0.2188 -3.2888 4.7081 0.08 -0.18 -0.07 -0.0485
C -0.8600 -2.2242 5.3216 -0.06 0.06 0.12 -0.2802
C -1.2340 -2.2411 6.7869 -0.07 0.00 -0.14 -0.0595
C -1.2013 -1.1631 4.5007 0.02 0.06 -0.02 0.0071
C -0.8635 -1.0896 3.1460 -0.09 0.16 0.00 -0.0627
C -1.4342 0.0508 2.2974 0.00 0.14 -0.37 -0.2812
O -1.4665 -0.2053 0.9256 0.62 0.29 0.59 -0.2798
C -0.6371 1.3685 2.6176 -0.03 -0.24 -0.13 -0.5159
F -0.8236 2.3267 1.7011 0.05 -0.16 0.12 0.1604
F 0.6868 1.0991 2.6713 -0.17 0.10 -0.13 0.1374
F -0.9634 1.8959 3.8155 0.14 -0.06 -0.17 0.1504
C -2.9474 0.2863 2.6326 0.17 -0.09 -0.26 -0.5231
F -3.4732 1.2121 1.7951 0.05 -0.27 0.36 0.1302
F -3.6158 -0.8614 2.4564 -0.02 0.31 0.06 0.1662
F -3.2082 0.7218 3.8797 -0.21 -0.04 -0.27 0.1341
C 1.2693 -3.7934 -0.2317 -0.07 -0.01 -0.33 -0.0519
C 2.2148 -4.7765 -0.5596 -0.04 0.02 -0.01 0.0150
C 0.1324 -3.4485 -1.2208 -0.17 0.12 -0.02 -0.3407
O -0.8394 -2.5955 -0.7471 0.87 0.08 -0.37 -0.2938
C -0.6006 -4.7219 -1.7297 -0.08 0.33 0.19 -0.5336
F -1.0528 -5.4234 -0.6841 0.03 -0.05 -0.23 0.1728
F -1.6476 -4.3946 -2.4995 0.17 -0.16 0.10 0.1609
F 0.1872 -5.5390 -2.4715 -0.25 0.06 0.07 0.1302
C 0.8227 -2.7166 -2.4202 -0.20 0.08 0.33 -0.4991
F 1.4174 -1.5942 -1.8230 -0.19 -0.11 -0.29 0.0671
F 1.7723 -3.3581 -3.0852 0.15 0.07 0.18 0.1907
F -0.0329 -2.2371 -3.3229 0.01 -0.02 0.04 0.1352
H 4.8636 -6.4930 0.6743 -0.06 0.03 -0.06 0.0724
H 5.0943 -5.6380 -0.8517 -0.03 -0.02 0.04 0.0798
H 3.8691 -6.9008 -0.7352 0.04 0.08 0.06 0.0762
H 4.3419 -4.4545 2.0251 -0.08 -0.01 -0.03 0.1132
H 2.6891 -2.7549 2.6372 0.01 0.00 -0.05 0.1237
H 0.6572 -4.0807 2.9497 -0.02 0.00 0.06 0.1062
H -0.0274 -4.2011 5.2712 0.04 0.11 -0.08 0.1108
H -0.5819 -2.9122 7.3497 -0.03 0.03 -0.03 0.0686
H -2.2664 -2.5776 6.9376 0.10 0.02 -0.02 0.0767
H -1.1500 -1.2434 7.2246 0.00 -0.06 -0.03 0.0736
H -1.7675 -0.3583 4.9471 0.06 -0.01 -0.05 0.1159
H 2.0893 -5.3547 -1.4642 0.01 0.06 0.01 0.1145
C -1.0470 2.2377 -6.2231 -0.05 0.07 -0.29 -0.1948
Si -0.7539 1.8084 -4.4223 -0.18 0.12 -0.05 0.4014
C -1.0702 3.3579 -3.4497 -0.39 0.02 -0.15 -0.1816
C 0.9706 1.1277 -4.2576 0.32 -0.02 0.06 -0.1629
C -1.9582 0.4185 -4.0120 -0.07 -0.16 0.01 -0.5345
Te -2.1098 -0.2942 -1.9887 -0.66 0.37 -0.61 1.4878
C -3.4282 1.2983 -1.4060 0.10 -0.09 0.14 -0.5083
Si -5.2125 0.7079 -1.4671 0.04 0.11 -0.05 0.3692
C -6.3406 2.1623 -1.1466 -0.17 0.24 0.12 -0.1871
C -5.4951 -0.6234 -0.2028 -0.01 -0.19 0.21 -0.1786
C -5.6254 0.0504 -3.1685 0.05 -0.02 -0.26 -0.1994
H -0.3368 3.0175 -6.5332 -0.14 -0.14 0.02 0.0356
H -2.0619 2.6365 -6.3610 0.20 -0.07 -0.01 0.0279
H -0.9225 1.3759 -6.8909 -0.01 0.14 0.09 0.0264
H -0.1297 3.9093 -3.3426 -0.32 -0.13 -0.09 0.0029
H -1.4432 3.1757 -2.4379 0.04 0.11 -0.10 0.0088
H -1.7982 3.9910 -3.9740 -0.01 -0.15 0.08 0.0400
H 1.7070 1.9414 -4.1891 -0.15 -0.18 -0.02 0.0459
H 1.2101 0.5057 -5.1310 0.00 0.07 0.16 0.0373
H 1.0696 0.5131 -3.3574 0.06 0.07 -0.07 0.0033
H -1.6998 -0.4658 -4.6052 -0.08 0.05 0.03 0.0085
H -2.9920 0.6891 -4.2589 0.14 -0.07 -0.01 -0.0016
H -3.2633 2.1378 -2.0792 0.08 0.03 -0.02 0.0014
H -3.1407 1.5922 -0.3936 0.00 0.00 -0.15 0.0022
H -6.1312 2.6249 -0.1726 -0.06 -0.07 -0.19 0.0321
H -7.3916 1.8402 -1.1519 0.18 0.09 0.01 0.0306
H -6.2163 2.9294 -1.9222 -0.04 -0.11 0.15 0.0310
H -5.5693 -0.1976 0.8031 0.01 -0.08 -0.12 0.0251
H -4.6604 -1.3335 -0.2015 -0.12 0.02 0.03 0.0285
H -6.4167 -1.1808 -0.4103 0.12 0.08 0.03 0.0348
H -5.5402 0.8358 -3.9324 -0.02 -0.16 0.11 0.0327
H -6.6540 -0.3306 -3.1890 0.14 0.06 0.00 0.0316
H -4.9543 -0.7707 -3.4436 -0.10 0.05 -0.02 0.0166
C 1.6380 5.2228 2.7540 0.07 -0.09 -0.05 -0.0990
C 2.2661 3.9677 2.1446 -0.04 0.13 0.02 -0.2874
S 4.0317 4.1424 2.1533 0.05 0.24 0.17 0.6384
O 4.4151 5.2405 1.3040 0.02 -0.11 0.04 -0.2969
O 4.4552 4.1355 3.5392 0.02 -0.01 -0.16 -0.3328
C 4.6592 2.6213 1.4620 -0.25 -0.10 -0.11 -0.2146
C 4.4303 2.3954 -0.0352 -0.30 0.06 0.11 -0.1254
N 3.0640 1.9684 -0.3800 0.62 0.41 -0.03 0.0639
C 2.4971 0.8235 0.0648 -0.14 0.07 0.01 -0.3224
N 1.2144 0.8004 -0.2485 -0.27 0.12 -0.06 0.0013
C 0.9301 1.9810 -0.9367 -0.32 -0.41 0.24 -0.0549
C 2.0816 2.7040 -1.0595 0.38 -0.06 -0.06 -0.1898
N 2.2950 3.8321 -1.8100 0.42 0.40 -0.05 -0.3645
O 3.4975 4.2583 -2.0265 -0.55 -0.31 0.16 -0.1017
O 1.2435 4.3876 -2.3036 0.83 0.05 0.52 -0.1198
C 3.2559 -0.2418 0.7765 -0.08 0.08 0.07 0.0181
H 0.5571 5.0962 2.8121 0.02 -0.02 -0.03 0.0750
H 1.8568 6.0952 2.1375 -0.03 -0.06 0.00 0.0812
H 2.0257 5.4020 3.7576 -0.03 -0.04 -0.03 0.0751
H 1.9482 3.8142 1.1099 -0.01 0.02 0.14 0.0944
H 2.0698 3.0727 2.7387 -0.10 0.07 -0.08 0.0909
H 4.2463 1.8350 2.1004 0.14 0.02 -0.09 0.0939
H 5.7294 2.7091 1.6608 0.00 -0.06 0.00 0.1129
H 5.1311 1.6441 -0.3902 0.05 -0.10 -0.03 0.1251
H 4.6123 3.3090 -0.5887 -0.02 0.19 -0.16 0.0988
H -0.0538 2.2357 -1.2890 0.15 -0.12 0.05 0.0848
H 4.3082 0.0190 0.8642 -0.04 -0.03 0.00 0.0769
H 3.1964 -1.1805 0.2341 -0.03 -0.13 -0.07 0.0772
H 2.8413 -0.4127 1.7722 0.01 0.00 -0.05 0.0879
```
Positions in Å, forces in eV/Å.

Its charge is -1. The spin multiplicity is 5. The orbital gap (spin up / spin down) is 0.20052 / 0.27111 Ha. The value obtained for the energy above the lowest of the compared OMol25 structures with the same formula, charge and spin is 18.5 kcal per mole. For the max |F|, the calculation gives 1.81 eV/Å.


Entry 2:
Formula: C36H47CsN5O5Se2Te
Source: the OMol25 dataset
Level of theory: the ωB97M-V functional and the def2-TZVPD basis

Geometry as XYZ:
```
97
Properties=species:S:1:pos:R:3:forces:R:3:lowdin_charge:R:1
Cs 1.1335 1.2588 1.2259 0.65 -0.82 -0.75 1.1020
Se 0.8586 2.6718 5.5845 -0.01 0.70 -0.51 0.6844
Se -0.4260 4.2470 4.3423 -0.31 -0.92 0.71 0.7493
C -1.6699 2.8865 3.7986 -1.03 -1.81 -1.45 -0.6704
C -2.9493 2.8515 4.3626 0.01 -0.04 -0.14 -0.1246
C -3.8486 1.8635 3.9568 0.55 -0.13 -0.40 -0.0773
C -3.4627 0.9249 2.9976 0.00 0.28 0.22 -0.0522
C -2.1760 0.9908 2.4570 0.01 1.68 1.45 -0.1071
N -1.3152 1.9618 2.8647 -0.57 0.17 0.47 -0.0191
C 2.4649 3.1626 4.6504 1.95 -0.16 -1.74 -0.7008
C 3.4447 3.9160 5.3050 -0.01 -0.05 -0.02 -0.1287
C 4.6115 4.2625 4.6206 -0.33 -0.36 -0.50 -0.0755
C 4.7863 3.8559 3.2962 -0.19 0.06 0.41 -0.0396
C 3.7852 3.1050 2.6749 -0.55 0.15 1.98 -0.1593
N 2.6567 2.7766 3.3593 0.38 0.06 0.97 -0.0491
H -3.2438 3.5823 5.1048 0.07 0.01 0.01 0.0856
H -4.8425 1.8257 4.3838 -0.01 0.01 0.02 0.0970
H -4.1526 0.1555 2.6763 0.04 -0.03 -0.04 0.0991
H -1.8622 0.2711 1.7130 0.32 0.05 -0.10 0.0956
H 3.3047 4.2273 6.3322 -0.07 0.00 -0.01 0.0840
H 5.3786 4.8438 5.1155 0.00 0.02 0.04 0.0959
H 5.6871 4.1192 2.7574 -0.04 -0.03 -0.06 0.1063
H 3.9060 2.7825 1.6494 -0.32 -0.16 -0.22 0.0638
C 0.0464 1.5918 -2.1086 1.27 3.21 0.98 -0.2716
O -0.6784 1.8959 -0.9262 -0.69 1.22 0.53 -0.3653
C -0.9948 3.2887 -0.7942 0.48 -0.59 0.36 -0.1785
C 0.1760 4.1409 -0.2822 -0.28 -0.14 -0.04 -0.2069
O 0.3302 3.9833 1.1341 -0.26 0.62 0.07 -0.3755
C 1.4351 4.7258 1.6299 -0.07 -0.03 -0.22 -0.1741
H -0.5261 1.8811 -2.9952 1.40 2.03 2.14 0.0242
H 0.2092 0.5109 -2.1409 -0.33 1.36 0.21 -0.1295
H 1.0215 2.0852 -2.1129 0.27 0.13 0.14 0.1022
H -1.8263 3.3519 -0.0842 0.04 0.02 0.07 0.1199
H -1.3489 3.6690 -1.7594 0.16 0.08 -0.04 0.1237
H -0.0410 5.1962 -0.4829 0.02 0.11 -0.13 0.1230
H 1.1118 3.8659 -0.7776 0.06 0.04 -0.16 0.0938
H 1.2995 5.7934 1.4322 0.03 0.15 -0.15 0.0947
H 2.3671 4.3740 1.1772 -0.11 0.23 -0.23 0.0662
H 1.4941 4.5753 2.7112 -0.11 0.17 -0.64 -0.0128
C 1.5116 -2.8808 5.0136 0.03 -0.22 0.13 -0.0703
C 1.4127 -1.8041 4.0297 -0.11 1.05 -0.98 -0.2375
N 1.3341 -0.9495 3.2489 0.07 -1.46 1.50 0.1012
H 1.6627 -3.8456 4.5201 -0.03 0.21 -0.04 0.0821
H 0.5987 -2.9449 5.6129 0.09 0.09 -0.16 0.0779
H 2.3526 -2.7110 5.6924 -0.10 0.07 -0.16 0.0776
O 3.7263 4.3461 -2.3829 2.26 -2.59 3.08 -0.2816
N 4.2627 3.5439 -1.4590 -5.43 1.12 -1.14 -0.2208
O 3.3128 2.9357 -0.7431 3.05 1.65 -1.51 -0.3114
C 4.0563 -1.1306 0.5010 0.63 -2.41 0.13 -0.1217
C 3.1892 -1.4350 -0.6778 -6.18 1.33 -1.26 -0.7907
O 3.6465 -2.0430 -1.6336 2.27 -1.45 -1.11 -0.1192
N 1.8375 -1.0130 -0.6777 3.63 -0.14 3.45 -0.4440
Te 0.5421 -1.4346 -2.2418 2.68 -2.43 0.09 1.5753
C -0.6806 -1.7975 -3.9882 -2.69 -1.17 -0.78 -0.3869
C -0.9936 -3.1034 -4.4482 -0.39 1.02 -0.69 -0.3126
C -0.4856 -4.3550 -3.7924 0.09 -0.54 0.20 -0.0930
C -1.8117 -3.2661 -5.5764 0.26 0.75 0.05 -0.0510
C -2.3161 -2.1598 -6.2651 0.13 -0.32 0.25 -0.3195
C -3.1889 -2.3382 -7.4731 -0.29 -0.05 -0.39 -0.0990
C -1.9964 -0.8735 -5.8269 0.50 -0.52 0.40 -0.0481
C -1.1836 -0.6782 -4.6997 -0.33 -0.68 -1.11 -0.3005
C -0.8549 0.7324 -4.2818 -1.13 -1.41 -1.43 -0.1258
C -0.7744 -2.4486 -0.8501 -0.02 -0.55 -0.09 -0.2656
C -0.3730 -3.6455 -0.1932 -0.33 0.57 -0.12 -0.2916
C 0.9671 -4.3043 -0.3988 0.44 -0.18 -0.12 -0.0947
C -1.2451 -4.2686 0.7120 -0.40 0.79 -0.30 -0.0410
C -2.5035 -3.7290 0.9870 0.40 -0.08 -0.10 -0.3110
C -3.4324 -4.3988 1.9574 -0.32 -0.23 0.31 -0.0887
C -2.8976 -2.5496 0.3545 0.80 -0.23 -0.15 -0.0485
C -2.0499 -1.9023 -0.5578 -0.05 -0.52 0.27 -0.2859
C -2.5284 -0.6306 -1.1993 -0.15 0.33 -0.12 -0.0665
H 5.0829 -1.5264 0.3470 -0.36 0.39 0.10 0.0820
H 3.6231 -1.5985 1.4095 0.24 0.41 -0.45 0.0578
H 4.1123 -0.0317 0.6467 0.20 0.41 -0.44 -0.0331
H 0.1841 -4.1514 -2.9488 -0.24 0.04 -0.26 0.0120
H 0.0925 -4.9505 -4.5303 -0.35 0.13 0.33 0.0782
H -1.3407 -4.9622 -3.4274 0.48 0.16 -0.14 0.0832
H -2.0518 -4.2654 -5.9219 -0.10 -0.16 -0.10 0.0940
H -3.3543 -3.4121 -7.7038 0.08 0.60 0.11 0.0649
H -2.7098 -1.8602 -8.3535 -0.43 -0.25 0.31 0.0709
H -4.1759 -1.8622 -7.2935 0.41 -0.22 -0.31 0.0699
H -2.3838 -0.0200 -6.3715 -0.06 0.16 -0.08 0.0947
H -1.3242 1.4826 -4.9531 0.17 -0.37 0.16 0.0947
H 0.2440 0.8855 -4.3173 -0.63 -0.06 0.22 0.1080
H -1.2164 0.9298 -3.2539 -0.83 -1.69 -2.20 0.0368
H 1.6152 -3.7805 -1.1204 -0.29 -0.02 0.34 0.0306
H 0.8175 -5.3394 -0.7726 0.08 0.38 0.28 0.0781
H 1.5095 -4.3487 0.5692 -0.22 -0.01 -0.51 0.0817
H -0.9357 -5.1812 1.2090 0.03 -0.10 0.03 0.0997
H -2.9849 -5.3226 2.3818 -0.27 0.52 -0.23 0.0679
H -4.3769 -4.6721 1.4413 0.37 0.10 0.45 0.0744
H -3.6627 -3.7049 2.7931 -0.06 -0.46 -0.34 0.0707
H -3.8739 -2.1348 0.5779 -0.11 0.09 -0.03 0.0976
H -3.5373 -0.3374 -0.8387 0.42 -0.24 -0.05 0.0763
H -2.5999 -0.7697 -2.2940 0.17 0.24 0.38 0.0810
H -1.8285 0.1971 -0.9611 -0.49 -0.48 -0.38 0.0604
H 3.8334 0.3481 1.5744 -0.04 1.37 1.50 0.0876
```
Positions in Å, forces in eV/Å.

Its charge is -2. The spin multiplicity is 2. The orbital gap (spin up / spin down) is 0.07639 / 0.07469 Ha. For the max |F|, the calculation gives 6.45 eV/Å.